Formula: C32H97NO19Si2
Source: the Open Molecules 2025 dataset
Level of theory: ωB97M-V with the def2-TZVPD basis set

Its total energy is -3340.4375 Ha. As for the energy above the lowest of the compared OMol25 structures with the same formula, charge and spin: 0.00 kcal per mole. Its HOMO energy is -9.3 eV. The calculation puts the strongest force on any atom at 1.24 eV Å⁻¹. Its multiplicity is 1. As for the net charge: 0. For the orbital gap, the calculation gives 9.6 eV.

Last column: Löwdin charge in e.
CARTESIAN COORDINATES (ANGSTROEM)
C (3.8376, -2.2625, 2.9199)  -0.08
C (4.8284, -3.0955, 2.1558)  -0.25
C (4.2898, -4.1203, 1.1919)  -0.19
C (3.0952, -3.7265, 0.3667)  -0.26
O (3.1200, -2.3749, -0.1189)  -0.21
Si (1.7384, -1.5577, -0.1284)  0.41
O (2.0086, 0.0379, 0.0431)  -0.25
Si (0.7578, 1.0926, -0.2126)  0.52
C (-0.8918, 0.4181, 0.3044)  -0.21
C (-1.6226, -0.3892, -0.7715)  -0.24
C (-2.3100, -1.6273, -0.2463)  -0.22
C (-3.5524, -1.9683, -0.9965)  -0.21
C (-4.1588, -3.2505, -0.4708)  -0.19
C (-5.0401, -3.0089, 0.7510)  -0.18
C (-6.4493, -3.3306, 0.4050)  -0.25
O (-7.4017, -2.9841, 1.3899)  -0.18
C (-7.3959, -3.8223, 2.5204)  -0.10
C (0.7584, 1.5290, -2.0651)  -0.20
O (1.4091, 0.5151, -2.8606)  -0.16
N (0.5544, 0.1134, -3.9255)  -0.04
O (0.5709, -1.0317, -4.1224)  0.07
C (1.1407, 2.6622, 0.7220)  -0.37
C (0.6980, 3.9061, -0.0295)  -0.11
C (0.6333, 2.6065, 2.1658)  -0.20
C (-0.7087, 3.2930, 2.3884)  -0.26
C (-1.6012, 2.5110, 3.3119)  -0.10
H (4.2858, -2.0508, 3.8635)  0.04
H (2.8888, -2.7439, 3.0367)  0.08
H (3.6758, -1.3325, 2.4248)  0.05
H (5.5533, -2.4834, 1.6632)  0.10
H (5.3704, -3.6620, 2.8817)  0.07
H (5.0814, -4.4006, 0.5310)  0.11
H (4.0244, -4.9981, 1.7476)  0.10
H (3.1027, -4.3559, -0.4995)  0.11
H (2.1865, -3.9631, 0.8959)  0.09
H (1.0784, -1.8033, -1.4269)  0.02
H (0.8247, -2.0197, 0.9367)  0.03
H (-0.8358, -0.1254, 1.2177)  0.06
H (-1.4799, 1.2843, 0.5331)  0.08
H (-2.3737, 0.2102, -1.2446)  0.11
H (-0.9064, -0.7211, -1.4955)  0.06
H (-2.5818, -1.4537, 0.7805)  0.11
H (-1.6574, -2.4800, -0.2480)  0.11
H (-3.3372, -2.1259, -2.0302)  0.10
H (-4.3000, -1.2162, -0.8720)  0.10
H (-4.7667, -3.6813, -1.2460)  0.11
H (-3.3812, -3.9323, -0.1928)  0.11
H (-4.6917, -3.5697, 1.5909)  0.11
H (-4.9940, -1.9662, 0.9859)  0.11
H (-6.5391, -4.3811, 0.1741)  0.13
H (-6.6847, -2.7463, -0.4581)  0.11
H (-6.4868, -3.7103, 3.0796)  0.08
H (-8.2096, -3.5186, 3.1383)  0.07
H (-7.5394, -4.8444, 2.2180)  0.09
H (1.2889, 2.4442, -2.1953)  0.07
H (-0.2506, 1.6496, -2.4061)  0.08
H (2.2081, 2.7003, 0.7789)  0.08
H (1.3859, 4.1296, -0.8171)  0.07
H (0.6512, 4.7443, 0.6303)  0.08
H (-0.2789, 3.7912, -0.4636)  0.07
H (0.5446, 1.5916, 2.4958)  0.09
H (1.3636, 3.0745, 2.7964)  0.09
H (-1.2441, 3.4431, 1.4753)  0.09
H (-0.5326, 4.2295, 2.8681)  0.10
H (-1.6461, 1.4886, 3.0178)  0.05
H (-2.5939, 2.9041, 3.2750)  0.07
H (-1.2715, 2.5920, 4.3293)  0.07
C (7.3099, -1.9476, 4.7833)  -0.14
O (6.0692, -2.4033, 5.3237)  -0.13
H (7.2974, -2.1759, 3.7210)  0.07
H (7.4207, -0.8668, 4.9119)  0.08
H (8.1545, -2.4527, 5.2539)  0.06
H (6.0625, -2.2172, 6.2683)  0.08
C (-8.3411, -0.1834, -1.7932)  -0.15
O (-7.0707, -0.1429, -1.1544)  -0.13
H (-8.2125, 0.2467, -2.7835)  0.06
H (-8.6951, -1.2129, -1.8936)  0.08
H (-9.0805, 0.4053, -1.2457)  0.08
H (-7.1698, -0.5211, -0.2721)  0.06
C (-1.1607, 3.6475, -5.3175)  -0.15
O (0.2060, 3.4434, -4.9680)  -0.13
H (-1.3463, 4.7176, -5.3075)  0.06
H (-1.3673, 3.2622, -6.3194)  0.08
H (-1.8306, 3.1674, -4.5986)  0.08
H (0.3678, 2.4939, -4.9793)  0.04
C (4.8986, 1.9432, 1.6673)  -0.13
O (4.0653, 2.7079, 2.5446)  -0.13
H (4.2432, 1.4213, 0.9755)  0.06
H (5.5759, 2.5901, 1.1041)  0.08
H (5.4849, 1.2053, 2.2203)  0.08
H (4.6476, 3.1716, 3.1578)  0.07
C (11.5393, -3.3128, 5.8706)  -0.15
O (10.3857, -2.7235, 6.4650)  -0.13
H (11.2236, -4.2515, 5.4259)  0.07
H (11.9574, -2.6757, 5.0875)  0.08
H (12.3128, -3.5185, 6.6143)  0.07
H (10.6528, -1.8878, 6.8644)  0.08
C (-1.6445, 6.5716, -7.5443)  -0.14
O (-2.8845, 6.6845, -6.8419)  -0.14
H (-1.4855, 5.5210, -7.7660)  0.07
H (-1.6777, 7.1317, -8.4814)  0.08
H (-0.8185, 6.9336, -6.9268)  0.07
H (-3.0268, 7.6175, -6.6450)  0.08
C (6.8593, -6.9054, 3.0140)  -0.14
O (5.7360, -6.0535, 3.2501)  -0.13
H (7.4341, -6.4773, 2.2034)  0.05
H (7.4956, -6.9712, 3.9008)  0.08
H (6.5380, -7.9101, 2.7269)  0.08
H (5.2225, -6.4308, 3.9727)  0.08
C (-2.8102, -0.9181, -5.3458)  -0.15
O (-2.7034, -2.1411, -4.6203)  -0.13
H (-3.4729, -0.2677, -4.7826)  0.07
H (-1.8368, -0.4301, -5.4489)  0.06
H (-3.2370, -1.0758, -6.3387)  0.08
H (-2.1160, -2.7269, -5.1111)  0.08
C (-7.7236, 0.4509, -6.3222)  -0.16
O (-6.4646, 0.4816, -5.6548)  -0.13
H (-7.5942, 0.8840, -7.3093)  0.08
H (-8.0790, -0.5769, -6.4333)  0.08
H (-8.4684, 1.0392, -5.7789)  0.07
H (-6.5948, 0.0867, -4.7847)  0.06
C (-0.6652, 8.5833, -3.9186)  -0.16
O (0.5390, 8.3858, -4.6552)  -0.13
H (-1.1372, 9.4851, -4.2973)  0.08
H (-1.3437, 7.7364, -4.0566)  0.07
H (-0.4590, 8.7109, -2.8533)  0.08
H (0.9637, 7.5851, -4.3271)  0.08
C (4.1989, 3.1020, 6.4569)  -0.17
O (3.0087, 3.4965, 5.8027)  -0.12
H (4.1794, 3.5366, 7.4525)  0.08
H (4.2599, 2.0188, 6.5456)  0.08
H (5.0906, 3.4657, 5.9360)  0.07
H (3.0073, 3.1094, 4.9169)  0.05
C (-5.9238, 5.9416, -6.4657)  -0.16
O (-6.7426, 7.1125, -6.3943)  -0.13
H (-5.1935, 6.1021, -7.2466)  0.06
H (-5.3947, 5.7743, -5.5254)  0.08
H (-6.5217, 5.0587, -6.7094)  0.07
H (-7.3946, 6.9795, -5.6977)  0.07
C (10.8145, -7.2239, 1.3885)  -0.15
O (9.4390, -7.1033, 1.0382)  -0.13
H (10.8869, -7.0507, 2.4581)  0.08
H (11.1991, -8.2225, 1.1674)  0.08
H (11.4274, -6.4826, 0.8703)  0.08
H (9.3582, -7.2545, 0.0896)  0.08
C (-9.0093, -0.6689, 4.8478)  -0.16
O (-9.1977, -1.8411, 5.6378)  -0.13
H (-8.0367, -0.7556, 4.3730)  0.07
H (-9.7768, -0.5934, 4.0735)  0.08
H (-9.0231, 0.2319, 5.4661)  0.07
H (-10.0589, -1.7797, 6.0656)  0.07